DFT (ωB97M-V with the def2-TZVPD basis set) results for a single C22H32N4O molecule.

```
59
Properties=species:S:1:pos:R:3:forces:R:3
C -0.023 -3.978 -3.308 -0.0945 -0.0956 0.1414
C -1.347 -4.101 -2.549 0.1979 0.1002 -0.0916
C -2.289 -3.005 -2.911 0.0149 -0.1665 0.1308
N -3.220 -3.108 -3.824 0.0882 -0.5788 -0.1242
C -3.832 -1.897 -3.883 0.0194 0.3170 0.1419
C -3.259 -1.044 -2.990 -0.2513 0.1761 -0.1984
N -2.262 -1.753 -2.372 -0.0771 -0.1639 -0.3342
C -1.444 -1.260 -1.299 0.0145 0.0043 0.4707
C -2.165 -1.368 0.053 0.1112 0.1768 -0.0062
C -1.296 -0.764 1.148 -0.4735 -0.1108 -0.2096
O -1.440 0.400 1.470 -0.1256 0.3139 -0.0986
N -0.354 -1.550 1.722 0.3431 -0.0981 0.3454
C -0.026 -2.924 1.423 0.0941 -0.2708 -0.3644
C 1.380 -3.021 0.822 -0.0769 -0.0315 0.2842
C 2.402 -2.362 1.747 0.0165 0.1961 -0.1112
C 1.983 -0.939 2.134 -0.0991 -0.1441 0.3059
N 2.111 -0.061 0.995 0.0199 -0.3999 -0.3509
C 1.919 1.311 1.092 0.0575 0.3677 0.0122
C 1.547 2.018 -0.053 -0.0187 -0.0354 0.0088
C 1.410 3.389 -0.031 0.0037 -0.0551 0.0630
C 1.635 4.113 1.134 0.0771 0.1187 0.2833
C 1.476 5.613 1.172 -0.0500 0.0672 -0.1997
C 2.463 6.292 0.220 -0.0605 -0.0075 0.2772
C 0.038 6.017 0.841 0.1810 0.0182 0.2175
C 2.008 3.409 2.269 -0.0790 0.1347 -0.1521
C 2.150 2.034 2.259 -0.0119 -0.3293 -0.0154
C 0.546 -0.963 2.693 0.2626 0.4391 0.1064
H -0.210 -4.015 -4.378 0.0184 0.0123 -0.1041
H 0.476 -3.037 -3.083 0.0837 0.0851 0.0005
H 0.642 -4.796 -3.041 0.1201 -0.0443 -0.0165
H -1.161 -4.106 -1.472 -0.0274 -0.0733 0.0372
H -1.826 -5.042 -2.818 -0.0483 0.0584 0.1118
H -4.641 -1.723 -4.564 -0.1726 0.1465 -0.1058
H -3.457 -0.021 -2.747 -0.0335 0.2300 0.0706
H -1.209 -0.207 -1.488 0.0611 -0.1458 0.0034
H -0.511 -1.827 -1.279 -0.0141 0.0716 -0.0484
H -2.447 -2.401 0.259 0.0104 -0.0168 -0.0655
H -3.076 -0.769 0.011 0.0912 -0.0581 0.0585
H -0.756 -3.364 0.746 -0.0232 0.0216 0.0716
H -0.051 -3.491 2.363 -0.0532 -0.0266 -0.0809
H 1.636 -4.071 0.672 0.0114 -0.0086 -0.0781
H 1.396 -2.538 -0.157 -0.0463 -0.0461 -0.1132
H 3.379 -2.332 1.262 0.0418 -0.0156 0.0736
H 2.494 -2.956 2.659 0.0117 -0.0272 0.0393
H 2.657 -0.576 2.916 -0.0705 -0.0882 -0.0385
H 1.694 -0.439 0.156 0.0522 0.0270 0.0664
H 1.362 1.474 -0.971 -0.0099 -0.0575 -0.0915
H 1.116 3.898 -0.936 -0.0356 0.0654 -0.1140
H 1.699 5.952 2.191 -0.0070 -0.0754 -0.0556
H 3.484 6.004 0.464 0.1076 0.0044 -0.0357
H 2.380 7.374 0.297 0.0132 0.1294 -0.0512
H 2.264 6.006 -0.810 -0.0114 -0.0236 -0.1463
H -0.657 5.519 1.512 -0.1159 -0.0195 0.0215
H -0.086 7.093 0.945 -0.0601 0.1188 -0.0322
H -0.215 5.739 -0.180 -0.0569 -0.0278 -0.1379
H 2.188 3.944 3.191 0.0125 0.0714 0.0763
H 2.442 1.531 3.168 0.0283 -0.0665 0.0830
H 0.204 0.055 2.891 0.0512 -0.1670 0.0615
H 0.513 -1.547 3.619 -0.0123 0.0034 0.0080
```
Positions in Å, forces in eV/Å.

Calculated values
* HOMO: -7.696 eV
* Kohn-Sham gap: 8.3 eV
* SMILES: CCc1nccn1CCC(=O)N1CCC[C@@H](Nc2ccc(C(C)C)cc2)C1
* multiplicity: 1
* energy relative to the best compared isomer or geometry (same formula, charge and spin): 0.506 eV